Below is a 2-piece molecular cluster, C4H8N2O overall in a non-equilibrium geometry, with properties calculated with ωB97M-V/def2-TZVPD.

Summary:
E_HOMO (alpha / beta) = -9.414 / -9.415 eV
Gap between HOMO and LUMO (alpha / beta) = 9.2 / 9.2 eV
LUMO level (alpha / beta) = -0.24 / -0.24 eV
Charge = 0

Element x y z (Å)
C 0.6849 1.2300 -0.9381
C 0.5452 -0.1505 -0.3991
O 0.6915 -0.0900 1.6798
C -0.8014 -0.8193 -0.4809
N -1.7613 -0.0089 0.2518
C 1.6671 -0.9355 -0.1252
N 2.1035 -1.1297 0.9835
H 1.5418 1.7386 -0.4923
H -0.2427 1.7733 -0.7488
H 0.8422 1.1608 -2.0228
H 0.6572 0.3818 2.5306
H -0.6975 -1.8549 -0.1299
H -1.0980 -0.8375 -1.5397
H -1.4560 -0.0136 1.2243
H -2.6765 -0.4446 0.2069

Forces on the atoms, in the same order (eV/Å):
-0.01 0.01 0.14
-0.09 0.07 0.00
-0.16 0.25 0.48
0.13 -0.14 -0.07
-0.10 -0.16 0.09
0.17 -0.06 0.71
0.18 -0.29 -1.17
-0.11 -0.07 -0.08
0.16 -0.02 -0.04
-0.02 0.00 0.14
-0.19 0.17 -0.11
-0.04 0.16 -0.05
0.08 -0.06 0.10
-0.07 0.04 -0.11
0.06 0.10 -0.03

=====

Below is one molecule with the formula C7H13NO in a non-equilibrium geometry, with properties calculated with ωB97M-V/def2-TZVPD.

Summary:
E_HOMO = -7.998 eV
Gap between HOMO and LUMO = 9.0 eV
LUMO level = 1.01 eV
SMILES = C=C/C(=C\C)OCCN
Charge = 0

Element x y z (Å)
C -1.4090 -1.6361 1.1250
C -0.7623 -0.8819 0.1828
C -0.4904 0.5798 0.3607
C -0.9736 1.4589 1.2307
C -2.3271 1.2301 1.8631
O 0.5152 1.0068 -0.4351
C 1.7655 0.2792 -0.3571
C 2.2220 -0.1011 -1.7687
N 1.2011 -0.8917 -2.4693
H -1.6423 -2.6823 1.0711
H -1.8549 -1.1214 1.9784
H -0.3008 -1.2134 -0.7736
H -0.3130 2.2718 1.5121
H -2.7283 2.2161 1.9034
H -2.9450 0.4987 1.2794
H -2.1890 0.9133 2.8624
H 2.5215 0.9146 0.0995
H 1.6471 -0.5891 0.2224
H 2.3746 0.8290 -2.3201
H 3.1800 -0.5695 -1.8151
H 1.2784 -0.5914 -3.4444
H 1.2302 -1.9202 -2.3076

Forces on the atoms, in the same order (eV/Å):
0.45 1.66 -1.21
-1.03 -0.33 0.79
0.32 -0.99 0.30
-0.70 -1.28 0.07
0.86 0.07 -1.16
2.11 0.14 -0.54
-0.05 0.98 -1.41
-1.10 0.40 0.07
0.22 0.07 -0.31
0.25 -0.34 -0.38
0.43 -0.31 -0.15
-0.71 -0.29 0.89
-0.54 0.43 -0.34
-1.12 0.58 0.06
0.49 0.97 0.60
-0.21 -0.57 1.27
0.00 0.14 0.19
-0.20 -1.17 0.97
-0.31 0.05 -0.07
0.90 -0.48 0.59
-0.43 -1.07 0.34
0.36 1.33 -0.58

=====

So what do the calculations give for relative energy (zero: lowest compared OMol25 entry of this formula, charge and spin)? Going down the list: 555.2; 281.5 kJ/mol.
So what do the calculations give for E? Going down the list: -341.792187; -404.420253 a.u..